--- A ---
DFT (ωB97M-V/def2-TZVPD) results for a cluster of 2 separate species, C5H8FN in total.

The spin multiplicity is 1. The calculation puts the orbital gap at 9.54 eV.

Each line ends with the Mulliken charge.
Element x y z (Å)
C 0.9689 -1.8120 0.2500  0.01
H 1.2315 -0.6550 1.8760  0.36
H -2.5334 1.3137 0.2520  0.22
H 0.3560 0.8021 -1.9322  0.20
H 0.6156 -2.2566 2.3756  0.31
C 0.6378 -1.4599 1.5986  -1.09
H -1.6732 2.8767 -0.0150  0.18
C -1.6349 1.7555 -0.2867  -0.02
H -0.3042 -0.8837 1.6779  0.28
C 1.3186 -2.0618 -0.9062  -0.28
C -0.3279 1.1485 0.1196  -0.36
H 1.3609 0.6580 -0.5667  0.30
H 1.3112 -2.0965 -1.9215  0.44
N 0.4907 0.8707 -0.9033  -0.24
F -1.8175 1.8002 -1.6181  -0.31

***

--- B ---
DFT (ωB97M-V/def2-TZVPD) results for a cluster of 2 separate species, C5H8FN in total.

The spin multiplicity is 1. The calculation puts the orbital gap (alpha / beta) at 9.32 / 9.43 eV.

Each line ends with the Mulliken charge.
Element x y z (Å)
C -0.2908 1.1318 -0.0630  -1.33
H -2.2215 -1.4659 1.1282  0.49
F 2.8790 0.6423 1.0938  -0.21
C 2.5916 -0.3619 0.2870  0.33
H -1.0000 1.7463 0.3343  0.41
H 3.1800 -1.7054 -1.2438  0.24
C 3.3840 -0.8189 -0.6498  -0.72
C -1.9670 -0.5416 0.8218  -1.59
N 0.3287 -1.0698 0.8271  -0.60
H -2.3931 0.0822 1.5319  0.38
C -0.5287 -0.2645 0.4640  1.16
H -2.7273 -0.4556 0.1002  0.42
H -0.5048 1.0964 -1.1044  0.31
H 0.6105 1.6021 0.1327  0.40
H 4.2897 -0.4092 -0.9351  0.32

***

Energies in hartree, measured from the most stable structure: A 0.0000; B 0.0251.

***

--- A ---
DFT (ωB97M-V/def2-TZVPD) results for a cluster of 2 separate species, C3H13N2O in total.

The spin multiplicity is 1. The calculation puts the orbital gap at 11.28 eV. Its charge is +1.

Each line ends with the Mulliken charge.
Element x y z (Å)
H 2.4753 0.3974 3.2533  0.32
H -0.6637 0.5890 -2.1919  0.35
H -0.4223 -0.9730 1.1886  0.36
C 1.0622 -1.3198 -0.1033  -0.96
H 0.8994 -2.3701 -0.3036  0.37
C -1.4306 -0.6597 -0.6257  -0.55
H -1.3457 -1.5014 -1.3340  0.26
O 2.6994 0.5662 2.3316  -0.65
H -2.2916 -0.8813 -0.0041  0.41
H 1.5889 -0.7752 -0.8888  0.35
H 1.7399 -1.1063 0.7320  0.39
C -1.4549 0.6244 -1.4195  -0.57
H -2.4271 0.8031 -1.8975  0.40
N -1.1035 1.7963 -0.5815  -0.60
H -0.9824 2.5785 -1.2087  0.24
H 0.0525 0.4268 0.2305  0.44
H 3.6516 0.4400 2.4687  0.33
N -0.1793 -0.5816 0.2840  -0.08
H -1.8682 1.9468 0.0700  0.20

***

--- B ---
DFT (ωB97M-V/def2-TZVPD) results for a cluster of 2 separate species, C3H13N2O in total.

The spin multiplicity is 1. The calculation puts the orbital gap at 10.47 eV. Its charge is +1.

Each line ends with the Mulliken charge.
Element x y z (Å)
H 1.6716 -0.0816 -0.3528  0.30
H -1.0651 1.8674 1.0592  0.41
H -0.2118 -1.5205 -1.6107  0.36
H -3.0561 1.6460 0.3047  0.25
C -0.5210 -1.0797 -0.6611  -1.42
N 1.0941 0.7626 -0.1806  -0.31
C -0.4471 0.3986 -0.4696  0.41
H 1.3011 0.8779 0.8133  0.38
O 2.9811 -1.3173 0.0905  -0.65
H -0.9863 0.1468 1.5562  0.39
H -1.5884 -1.2727 -0.5634  0.43
N -2.6594 0.7179 0.3320  -0.54
H 1.4864 1.5329 -0.7131  0.35
H -0.6187 0.9924 -1.3663  0.24
H -3.1900 0.2150 1.0302  0.22
C -1.2408 0.8383 0.7427  -0.82
H 2.9940 -2.2573 -0.1769  0.32
H 3.6993 -1.2678 0.7142  0.30
H 0.0201 -1.6137 0.1245  0.39

***

Energies in hartree, measured from the most stable structure: A 0.0128; B 0.0000.

***

--- A ---
DFT (ωB97M-V/def2-TZVPD) results for the molecule CH3F2N.

The spin multiplicity is 1. The calculation puts the orbital gap at 12.09 eV. As for the SMILES: CN(F)F.

Each line ends with the Mulliken charge.
Element x y z (Å)
F -0.5688 0.4639 1.5983  -0.12
H 0.4341 -0.6664 -1.2940  0.26
N -0.1464 -0.4727 0.7326  0.11
F 1.3064 -0.4618 1.1432  -0.25
C -0.1207 0.0254 -0.5801  -0.59
H -1.0944 0.0068 -0.9802  0.29
H 0.1898 1.1048 -0.6198  0.31

***

--- B ---
DFT (ωB97M-V/def2-TZVPD) results for the molecule CH3F2N.

The spin multiplicity is 1. The calculation puts the orbital gap at 12.03 eV. As for the SMILES: NC(F)F.

Each line ends with the Mulliken charge.
Element x y z (Å)
F -0.9654 0.7063 0.9513  -0.23
H 1.1438 1.0715 -0.3279  0.27
H -0.0042 0.3981 -1.4965  0.26
N 0.6850 0.1708 -0.7243  -0.61
C -0.1876 -0.2733 0.4614  0.36
F -1.0617 -1.2286 -0.0761  -0.26
H 0.3901 -0.8449 1.2120  0.21

***

Energies in hartree, measured from the most stable structure: A 0.1420; B 0.0000.

***

--- A ---
DFT (ωB97M-V/def2-TZVPD) results for a structure of composition C2H8N5.

The spin multiplicity is 1. The calculation puts the orbital gap at 11.16 eV. Its charge is +1.

Each line ends with the Mulliken charge.
Element x y z (Å)
H 1.9873 -2.2370 0.3325  0.34
H 2.5103 -1.2623 -0.8596  0.33
H -0.0047 2.3440 1.1831  0.28
H 0.4418 2.0710 -0.6039  0.29
C -0.3239 2.1669 0.1641  -0.74
H 2.2881 -0.6086 0.7417  0.34
N -2.3916 -0.7061 0.2883  -0.46
H -1.2828 -2.2695 -0.5108  0.28
N -0.3309 -0.2981 -0.3603  -0.21
N -1.3082 -1.2984 -0.1522  0.17
N 1.9352 -1.2509 -0.0209  -0.77
N -2.1672 0.5436 0.3663  -0.15
H -1.1647 2.7929 -0.1931  0.30
C -0.9665 0.8604 0.0227  0.47
H 0.7778 -0.8480 -0.3979  0.54

***

--- B ---
DFT (ωB97M-V/def2-TZVPD) results for a cluster of 2 separate species, C2H8N5 in total.

The spin multiplicity is 1. The calculation puts the orbital gap at 9.75 eV. Its charge is +1.

Each line ends with the Mulliken charge.
Element x y z (Å)
N 0.4898 -0.8784 0.1593  0.25
H -1.8635 1.6068 -1.2872  0.25
N 1.9822 -0.4546 -0.6767  -0.07
H -1.0681 -1.8733 -0.3937  0.32
H 0.5639 -2.8879 -0.4678  0.27
H -0.3172 -2.3377 1.1396  0.32
H 0.8383 2.2462 0.1396  0.32
N -1.4110 1.1495 -0.5157  -0.69
C 1.0271 1.2352 0.4856  -0.13
H -1.7892 1.5340 0.3667  0.31
C -0.1967 -2.1196 0.0479  -0.62
H -1.9580 0.2926 -0.6085  0.26
N 2.1126 0.6737 -0.3223  0.03
N 0.0591 0.1947 0.5597  -0.11
H 1.5304 1.6189 1.3735  0.31

***

Energies in hartree, measured from the most stable structure: A 0.0000; B 0.1051.

***

--- A ---
DFT (ωB97M-V/def2-TZVPD) results for the molecule C5H6ClN.

The spin multiplicity is 1. The calculation puts the orbital gap at 9.62 eV. As for the SMILES: C=C=NC/C=C/Cl.

Each line ends with the Mulliken charge.
Element x y z (Å)
C -0.6958 -1.3768 0.0658  -0.46
C -0.1561 -0.5016 1.1135  -0.30
C 0.3210 1.5388 -1.0689  -0.75
H 0.0965 -2.0076 -0.2329  0.26
C 1.0089 0.2160 0.9630  -0.29
Cl 1.1960 1.5078 2.0338  -0.17
H 1.8557 -0.0052 0.4350  0.52
C -0.4375 0.4807 -1.3768  0.63
H 1.4002 1.5563 -1.6012  0.25
H -0.2108 2.4753 -0.7515  0.31
H -1.5916 -1.9583 0.3784  0.27
H -0.8972 -0.1096 1.8047  0.25
N -1.0146 -0.5433 -1.0546  -0.52

***

--- B ---
DFT (ωB97M-V/def2-TZVPD) results for the molecule C5H6ClN.

The spin multiplicity is 1. The calculation puts the orbital gap at 9.03 eV. As for the SMILES: ClCc1cc[nH]c1.

Each line ends with the Mulliken charge.
Element x y z (Å)
N 1.6577 0.3758 -0.4247  -0.11
C 1.5253 -0.9602 -0.3084  -0.23
H -1.9981 0.0719 1.5776  0.27
H -0.1665 -2.2363 0.0758  0.39
H 0.4161 2.2185 -0.4234  0.30
H 2.8281 0.7030 -0.4768  0.35
C 0.4230 1.0566 -0.4332  -0.68
Cl -3.0508 -0.3064 -0.5439  -0.20
H 2.5209 -1.6897 0.1508  0.21
C -1.9020 0.4583 0.5164  -0.38
H -1.8623 1.4666 0.3817  0.30
C 0.1425 -1.2177 -0.0137  -0.52
C -0.5340 0.0594 -0.0781  0.31

***

Energies in hartree, measured from the most stable structure: A 0.0318; B 0.0000.

***

--- A ---
DFT (ωB97M-V/def2-TZVPD) results for a cluster of 2 separate species, C3H5O5S in total.

The spin multiplicity is 1. The calculation puts the orbital gap at 9.31 eV. Its charge is -1.

Each line ends with the Mulliken charge.
Element x y z (Å)
C 1.2439 -0.2952 -0.7499  -0.24
O -1.6944 -1.6065 -0.1459  -0.62
H 2.4127 -1.9015 -0.1262  0.26
C 1.4116 -1.4312 -0.1038  -0.46
H 0.5561 -1.6748 0.4518  0.19
O -2.5008 0.6782 0.1961  -0.65
H -0.0854 1.2478 1.4033  0.45
S -1.3976 -0.2748 0.3000  0.94
O -0.6291 -0.2185 1.6008  -0.71
O -0.0437 2.0119 0.8863  -0.71
O -0.4271 0.9173 -1.9332  -0.58
C -0.1010 0.3267 -0.9199  0.59
H -0.8868 2.1209 0.5161  0.32
H 2.1414 0.0996 -1.3755  0.23

***

--- B ---
DFT (ωB97M-V/def2-TZVPD) results for the ion C3H5O5S with charge -1.

The spin multiplicity is 1. The calculation puts the orbital gap at 9.02 eV. Its charge is -1. As for the SMILES: CC(=O)OCS(=O)(=O)[O-].

Each line ends with the Mulliken charge.
Element x y z (Å)
H 2.1313 -0.3057 -1.0080  0.31
H -0.2731 -0.2694 -1.3941  0.36
O 1.8074 1.7215 1.1560  -0.61
O -2.8992 0.4178 0.8038  -0.67
O -1.0282 -1.0175 1.4410  -0.69
H 2.6807 -0.5278 0.6510  0.28
C 1.2125 0.9464 0.4553  0.81
C 1.8050 -0.3689 0.0303  -0.99
H 1.1194 -1.1959 0.1608  0.37
O -2.3764 -1.5834 -0.5223  -0.70
C -0.8172 0.4003 -0.7334  -0.63
H -1.5044 0.9891 -1.3326  0.33
O 0.0443 1.3363 -0.0867  -0.39
S -1.9020 -0.5426 0.3788  1.22

***

Energies in hartree, measured from the most stable structure: A 0.0636; B 0.0000.